No. 1
Computed, not measured: one molecule with the formula C6H5NS in a non-equilibrium geometry, with ωB97M-V/def2-TZVPD.

Total charge: 0
HOMO-LUMO gap in eV: 7.2
Lowest unoccupied orbital energy in eV: -1.487
ΔE to the lowest compared entry with this formula, charge and spin in kcal per mole: 7.3

Structure (XYZ):
```
13
Properties=species:S:1:pos:R:3:mulliken_charge:R:1
C 2.192 -0.230 -0.009 -0.929
C 0.849 -0.134 -0.005 1.010
C 0.123 1.125 0.000 -0.481
C -1.233 1.103 -0.004 -0.332
C -1.972 -0.173 0.002 0.077
C 0.021 -1.346 0.006 -0.273
H 2.811 0.655 0.027 0.275
H 2.680 -1.214 -0.013 0.259
H 0.660 2.071 -0.002 0.341
H -1.794 2.007 -0.002 0.424
H 0.516 -2.286 0.009 0.368
N -1.255 -1.388 -0.007 -0.477
S -3.600 -0.189 -0.003 -0.262
```

No. 2
Computed, not measured: a 2-piece molecular cluster, C9H17N2 overall in a non-equilibrium geometry, with ωB97M-V/def2-TZVPD.

Total charge: +1
HOMO-LUMO gap in eV: 8.0
Lowest unoccupied orbital energy in eV: -4.510
ΔE to the lowest compared entry with this formula, charge and spin in kcal per mole: 100.4

Structure (XYZ):
```
28
Properties=species:S:1:pos:R:3:mulliken_charge:R:1
C 3.483 0.790 -0.138 -0.374
C 3.564 -0.427 0.501 -0.370
C 1.425 -0.051 -0.074 -0.565
C -1.518 1.842 0.083 -1.156
C -0.924 0.213 1.881 -1.155
C -1.411 -0.280 -1.912 -1.441
C -1.267 -1.987 -0.098 -1.251
C -1.618 0.403 0.530 0.604
C -1.267 -0.664 -0.524 0.973
N 2.191 0.945 -0.486 0.071
N 2.285 -0.900 0.583 0.014
H 4.199 1.591 -0.269 0.408
H 4.528 -0.895 0.741 0.356
H -1.713 2.667 0.805 0.347
H -2.254 2.179 -0.713 0.343
H -0.459 1.822 -0.478 0.085
H 0.206 0.445 1.586 0.241
H -1.427 0.889 2.650 0.387
H -1.067 -0.853 2.250 0.413
H -1.304 0.807 -1.973 0.340
H -0.691 -0.657 -2.682 0.371
H -2.426 -0.599 -2.369 0.334
H -0.705 -2.724 -0.749 0.364
H -0.903 -1.955 0.927 0.267
H -2.368 -2.284 -0.119 0.371
H -2.645 0.039 0.613 0.433
H 1.793 1.555 -1.181 0.282
H 2.292 -1.910 0.617 0.311
```

No. 3
Computed, not measured: a 2-piece molecular cluster, C6H10 overall in a non-equilibrium geometry, with ωB97M-V/def2-TZVPD.

Total charge: 0
HOMO-LUMO gap in eV: 9.3
Lowest unoccupied orbital energy in eV: 0.861
ΔE to the lowest compared entry with this formula, charge and spin in kcal per mole: 114.6

Structure (XYZ):
```
16
Properties=species:S:1:pos:R:3:mulliken_charge:R:1
C 1.471 0.958 0.461 -0.725
C 0.623 -0.208 1.022 -0.049
C -0.731 -0.720 0.812 -0.589
C -1.474 0.128 -0.197 -0.381
C -0.325 0.406 -1.188 -0.834
C 0.951 -0.084 -0.459 -0.163
H 1.120 1.994 0.372 0.213
H 2.465 0.879 0.889 0.261
H 1.241 -0.872 1.626 0.222
H -0.173 -1.905 -0.226 0.055
H -1.263 -1.191 1.640 0.353
H -1.942 1.041 0.208 0.276
H -2.267 -0.468 -0.645 0.288
H -0.258 1.456 -1.497 0.386
H -0.450 -0.195 -2.092 0.296
H 1.011 -1.219 -0.725 0.392
```